No. 1
This record from the Open Molecules 2025 dataset describes a cluster of 2 separate species, C9H14 in total in a non-equilibrium geometry. The level of theory is ωB97M-V/def2-TZVPD.

Last column: Mulliken charge in e.
Positions of all 23 atoms, in Å:
C  -1.66590  -1.30441  0.58393  -1.38
C  -0.94677  -0.00255  0.69075  0.77
C  -1.62588  1.21666  0.74658  -0.46
C  -0.94657  2.41630  0.89563  -0.46
C  0.43234  2.43231  0.72867  -0.55
C  1.12258  1.21957  0.77959  -0.35
C  0.43996  0.02067  0.84334  -0.44
H  -1.00120  -2.09249  0.21058  0.21
H  -2.51728  -1.32775  -0.09708  0.37
H  -1.99367  -1.67928  1.55174  0.34
H  -2.69557  1.15002  0.58462  0.36
H  -1.48934  3.31062  1.17597  0.38
H  0.95154  3.35281  0.55997  0.39
H  2.19884  1.32566  0.72782  0.35
H  0.99926  -0.89960  0.96473  0.45
C  1.21307  -2.87190  -2.06293  -0.97
C  1.52839  -1.38677  -2.03093  -0.65
H  1.82666  -3.50054  -2.70575  0.34
H  1.37820  -3.31453  -1.07796  0.26
H  0.15070  -3.07824  -2.17933  0.28
H  2.44139  -1.12129  -1.50278  0.23
H  0.69366  -0.80122  -1.66953  0.14
H  1.73205  -1.07184  -3.05923  0.36

Output
Largest force on an atom: 1.67 eV/A
Energy relative to the best compared isomer or geometry (same formula, charge and spin): 13.1 kcal per mole
Structure (SMILES): Cc1ccccc1.CC
E_HOMO: -8.95 eV
Spin multiplicity: 1
Charge: 0

=====

No. 2
This record from the Open Molecules 2025 dataset describes the ion C4H2FS2 with charge -1 in a non-equilibrium geometry. The level of theory is ωB97M-V/def2-TZVPD.

Last column: Mulliken charge in e.
Positions of all 9 atoms, in Å:
C  -0.48830  -0.93181  0.17358  -0.45
C  -1.16397  1.76574  -0.11839  -0.55
C  0.87091  -0.86084  0.07385  0.98
C  1.69110  0.19600  0.07659  -0.42
F  1.36259  -2.17740  -0.06889  -0.29
S  2.74683  1.40058  0.14438  -0.44
S  -1.75515  0.24349  0.18531  -0.05
H  -1.05553  -1.95731  0.02704  0.15
H  -2.20848  2.32157  -0.49345  0.07

Output
Largest force on an atom: 4.72 eV/A
Energy relative to the best compared isomer or geometry (same formula, charge and spin): 65.9 kcal per mole
E_HOMO (alpha / beta): -2.14 / -2.13 eV
Spin multiplicity: 1
Charge: -1

=====

No. 3
This record from the Open Molecules 2025 dataset describes the ion C19H34BrF3OPSSi with charge -1 in a non-equilibrium geometry. The level of theory is ωB97M-V/def2-TZVPD.

Last column: Mulliken charge in e.
Positions of all 61 atoms, in Å:
C  1.89193  -4.12644  0.80952  -1.17
Si  1.88687  -2.22316  0.48922  0.00
C  1.25884  -1.40564  2.08158  -0.55
C  3.67659  -1.74290  0.01731  -0.81
C  4.23336  -0.44668  0.75852  -0.63
C  4.20760  0.86036  -0.17338  -0.66
C  3.55389  2.13064  0.51890  -0.82
C  2.53474  2.90657  -0.41318  -1.10
C  1.29632  2.02769  -0.85936  1.01
C  -0.09957  2.52350  -0.22661  -1.06
C  -1.00083  1.24827  -0.03382  0.49
P  -2.46194  1.48830  1.18832  0.32
O  -3.70070  1.71664  2.36819  -0.62
S  -0.98924  1.59879  2.83694  -0.39
Br  -2.45567  -0.85805  1.51631  -0.38
C  -3.66995  1.20941  -0.24714  -1.00
C  -5.21612  1.22251  0.05570  -0.76
C  -5.80298  -0.14758  0.58320  0.73
F  -7.17841  -0.11992  0.23826  -0.34
F  -5.78293  -0.28423  1.93657  -0.21
F  -5.30473  -1.23966  -0.08364  -0.23
C  0.70564  -1.99334  -1.01084  0.83
C  -0.62810  -2.63587  -1.06939  -0.25
C  -1.48875  -2.45735  -2.23387  -0.56
C  -1.05694  -1.66065  -3.39948  -0.44
C  0.26020  -1.00767  -3.36850  -0.54
C  1.10343  -1.18949  -2.17034  0.12
H  2.32984  -4.67570  -0.07517  0.28
H  2.46375  -4.40698  1.73243  0.32
H  0.83469  -4.49754  0.94736  0.27
H  2.06302  -1.25219  2.86074  0.40
H  0.87788  -0.37800  1.83561  -0.06
H  0.38742  -1.99192  2.48567  0.35
H  3.78181  -1.59032  -1.09053  0.50
H  4.34193  -2.60758  0.29672  0.39
H  5.31648  -0.67066  0.99828  0.34
H  3.74693  -0.25912  1.75553  0.33
H  5.29576  1.10543  -0.35791  0.52
H  3.77063  0.59556  -1.16998  0.38
H  3.05713  1.77753  1.46719  0.32
H  4.39315  2.83455  0.79158  0.37
H  3.06773  3.24406  -1.35299  0.32
H  2.17516  3.81802  0.14411  0.41
H  1.18008  1.91825  -1.96737  0.39
H  1.46213  0.99641  -0.44232  -0.76
H  -0.51339  3.27674  -0.94988  0.12
H  0.15062  3.06963  0.71861  0.39
H  -0.43190  0.34513  0.32262  -0.69
H  -1.36787  0.95815  -1.06675  0.24
H  -2.41476  2.93140  0.98746  -0.09
H  -3.80136  2.66228  2.57691  0.34
H  -1.18836  0.50772  3.65697  0.13
H  -3.48404  2.02586  -1.01266  0.44
H  -3.44198  0.24109  -0.77437  0.46
H  -5.57817  2.09131  0.66252  0.25
H  -5.72935  1.34655  -0.94772  0.37
H  -1.00504  -3.27835  -0.23318  0.19
H  -2.51279  -2.90494  -2.31406  0.33
H  -1.75630  -1.54008  -4.26564  0.30
H  0.64427  -0.38077  -4.20823  0.34
H  2.11234  -0.70554  -2.12051  -0.17

Output
Largest force on an atom: 2.64 eV/A
E_HOMO: -4.66 eV
Spin multiplicity: 1
Charge: -1

=====

No. 4
This record from the Open Molecules 2025 dataset describes the molecule C21H26N4O2 in a non-equilibrium geometry. The level of theory is ωB97M-V/def2-TZVPD.

Last column: Mulliken charge in e.
Positions of all 53 atoms, in Å:
C  -0.02514  -2.17069  1.24727  -1.73
C  -0.22414  -2.86501  -0.06994  1.05
C  0.90891  -3.49731  -0.73805  -0.40
N  2.15446  -3.22638  -0.72573  -1.22
N  2.63714  -2.14182  -0.09935  0.60
C  3.96271  -1.82384  -0.05536  0.46
O  4.87003  -2.50616  -0.45919  -0.64
C  4.15483  -0.46896  0.63827  -0.69
N  2.99839  0.37835  0.41575  0.31
C  2.84129  1.45876  1.37064  -1.29
C  1.48955  2.12926  1.13170  -0.01
N  1.44707  2.66099  -0.21482  0.03
C  0.28413  3.49709  -0.48481  -1.81
C  -1.03856  2.76922  -0.44741  0.81
C  -1.53847  2.15227  -1.58860  -0.26
C  -2.72781  1.44657  -1.54796  -0.73
C  -3.43913  1.35239  -0.36447  -0.33
C  -2.94891  1.95884  0.77909  -0.73
C  -1.75649  2.65985  0.73760  -0.27
C  1.63203  1.59483  -1.17850  -0.42
C  2.97757  0.92247  -0.93208  -1.08
C  -1.44216  -2.99947  -0.64137  -0.63
C  -2.70501  -2.51388  -0.17583  0.71
C  -3.94591  -2.70360  -0.74817  -0.73
C  -4.87909  -2.07074  0.09548  -0.41
C  -4.15326  -1.53465  1.11716  -0.73
O  -2.84702  -1.79182  0.96311  -0.25
H  -0.87523  -2.36385  1.89750  0.50
H  0.87293  -2.52959  1.74578  0.56
H  0.03934  -1.08812  1.11828  0.24
H  0.67094  -4.34911  -1.36405  0.40
H  2.01735  -1.41377  0.26129  0.25
H  5.09882  -0.02568  0.28773  0.40
H  4.25436  -0.66372  1.71062  0.38
H  3.63998  2.21182  1.27123  0.31
H  2.87059  1.04610  2.38212  0.43
H  0.68879  1.38895  1.30955  -0.01
H  1.36370  2.95327  1.83761  0.45
H  0.43427  3.94012  -1.47373  0.52
H  0.28824  4.30142  0.25624  0.55
H  -0.99763  2.23633  -2.52065  0.38
H  -3.10425  0.97378  -2.44337  0.40
H  -4.37379  0.81251  -0.33580  0.54
H  -3.49992  1.89201  1.70603  0.39
H  -1.38554  3.14041  1.63221  0.38
H  0.83404  0.83344  -1.11277  0.25
H  1.61995  2.02509  -2.18209  0.42
H  3.78359  1.66115  -1.07335  0.39
H  3.12165  0.10930  -1.64682  0.43
H  -1.51466  -3.53065  -1.58141  0.33
H  -4.15214  -3.23685  -1.65358  0.51
H  -5.94070  -2.01946  -0.03569  0.48
H  -4.44174  -0.97144  1.98268  0.51

Output
Largest force on an atom: 1.26 eV/A
Energy relative to the best compared isomer or geometry (same formula, charge and spin): 71.4 kcal per mole
Structure (SMILES): CC(/C=N\NC(=O)CN1CCN(Cc2ccccc2)CC1)=C\c1ccco1
E_HOMO: -7.84 eV
Spin multiplicity: 1
Charge: 0

=====

No. 5
This record from the Open Molecules 2025 dataset describes a cluster of 2 separate species, C6H18NO2 in total. The level of theory is ωB97M-V/def2-TZVPD.

Last column: Mulliken charge in e.
Positions of all 27 atoms, in Å:
C  -0.81589  -2.46239  -0.82120  -0.67
O  -0.27848  -3.47727  -1.65158  -0.51
C  0.26194  -1.68640  -0.06970  -0.33
C  0.98457  -0.64942  -0.94250  -0.44
C  0.10744  0.52891  -1.39103  -0.87
C  -0.67597  1.21372  -0.27007  -0.44
C  0.17766  1.65073  0.90439  -0.98
N  1.28832  2.55584  0.43153  -0.18
H  -1.48106  -1.79612  -1.38420  0.25
H  -1.43873  -2.99202  -0.10271  0.37
H  0.24468  -3.08040  -2.35885  0.32
H  0.98845  -2.41191  0.30063  0.34
H  -0.16952  -1.21708  0.81874  0.15
H  1.86506  -0.27542  -0.40527  0.18
H  1.39464  -1.17849  -1.80296  0.44
H  0.72642  1.25539  -1.93198  0.42
H  -0.59653  0.16216  -2.13843  0.38
H  -1.24327  2.05362  -0.68031  0.39
H  -1.41090  0.51737  0.13484  0.26
H  -0.39809  2.17899  1.65677  0.41
H  0.61347  0.79987  1.41979  0.40
H  0.90951  3.40088  -0.00057  0.36
H  1.86648  2.07685  -0.26268  0.34
H  1.90148  2.83666  1.19820  0.37
H  -2.31317  0.23946  2.86552  0.29
H  -1.15482  -0.40557  3.62032  0.28
O  -1.35370  0.16206  2.86329  -0.55

Output
Largest force on an atom: 0.45 eV/A
Energy relative to the best compared isomer or geometry (same formula, charge and spin): 0.0 kcal per mole
E_HOMO: -12.96 eV
Spin multiplicity: 1
Charge: +1

=====

No. 6
This record from the Open Molecules 2025 dataset describes a cluster of 2 separate species, C16H26N2O6 in total in a non-equilibrium geometry. The level of theory is ωB97M-V/def2-TZVPD.

Last column: Mulliken charge in e.
Positions of all 50 atoms, in Å:
C  -3.70382  -0.95825  -0.82566  -0.90
C  -4.46784  -0.93048  -2.17257  0.84
C  -4.42959  -2.39908  -2.73006  -1.57
C  -3.82407  -0.02753  -3.26780  -1.20
C  -3.73050  1.50292  -2.93288  0.54
C  -4.74693  1.99417  -1.85048  -1.48
C  -2.27141  1.97660  -2.64141  -0.85
O  -1.47735  0.89781  -2.08516  -0.30
C  -0.89311  1.17418  -0.92017  0.49
C  0.27598  0.62224  -0.56903  0.58
O  1.05732  -0.27130  -1.30523  -0.46
C  0.34563  -1.37898  -1.51045  0.48
N  -0.27152  -2.22252  -1.95182  -0.41
C  0.64837  1.07800  0.83274  0.31
O  1.43485  0.67130  1.58938  -0.48
O  -0.21343  2.15906  1.05807  -0.30
C  -1.34675  2.03939  0.26886  0.24
O  -2.37467  2.53468  0.50922  -0.40
H  -3.87371  -0.07252  -0.18621  0.21
H  -4.10515  -1.81712  -0.24555  0.51
H  -2.62279  -1.15112  -0.93708  -0.07
H  -5.53767  -0.68688  -2.05903  0.17
H  -4.90207  -2.46317  -3.72732  0.38
H  -3.35571  -2.66132  -2.84835  0.31
H  -4.84526  -3.12649  -2.01310  0.41
H  -4.49292  -0.10461  -4.15180  0.37
H  -2.86442  -0.47653  -3.58279  0.31
H  -4.01967  2.03876  -3.86049  0.48
H  -4.98194  3.05449  -2.07329  0.43
H  -5.71430  1.46566  -1.90926  0.32
H  -4.33109  1.91714  -0.83631  0.23
H  -2.22629  2.91783  -2.06997  0.47
H  -1.82609  2.19729  -3.63316  0.31
C  6.23757  -2.32025  2.80716  -0.65
O  4.93955  -1.90557  2.42302  -0.38
C  4.24370  -1.14390  3.39694  -0.60
C  4.62981  0.34434  3.44637  0.45
C  5.97200  0.60921  4.12251  -1.50
N  4.64369  0.94534  2.10909  -0.69
H  6.29518  -2.54618  3.87574  0.30
H  6.97853  -1.56297  2.54188  0.23
H  6.47724  -3.22550  2.24750  0.26
H  3.18916  -1.20760  3.11492  0.26
H  4.33097  -1.61345  4.38565  0.41
H  3.86359  0.85467  4.03804  0.39
H  6.81878  0.37181  3.47779  0.29
H  6.05892  1.66505  4.38479  0.37
H  6.07065  0.02911  5.04338  0.34
H  3.71491  0.85857  1.70581  0.22
H  5.22366  0.35370  1.51760  0.35

Output
Largest force on an atom: 3.27 eV/A
Structure (SMILES): CC(C)C[C@@H](C)COC1=C(OC#N)C(=O)OC1=O.COC[C@@H](C)N
E_HOMO: -9.01 eV
Spin multiplicity: 1
Charge: 0